The following is a DFT calculation (the ωB97M-V functional and the def2-TZVPD basis) of the molecule C20H22BrNO2S.

The geometry in XYZ format:
```
47
Properties=species:S:1:pos:R:3:forces:R:3
H 0.94108 2.63534 -0.24191 -0.9 0.7 -0.6
H -5.75216 0.97922 3.28906 -0.3 1.1 0.6
H 6.03642 -1.44433 -2.76369 1.0 -0.5 0.2
C 2.77830 -0.08808 -4.07258 1.8 -0.9 -1.8
O -0.66027 2.06818 3.72382 0.4 -3.7 -2.9
H -5.04219 -2.92962 0.24883 -0.5 0.5 0.2
H 5.38238 -2.26664 -4.69129 -0.9 1.2 -1.3
H 4.90205 0.26887 -1.41166 -0.9 -1.0 -1.5
H 3.19654 -1.32067 -5.89140 -0.3 0.2 0.0
H 1.26121 2.67775 2.22552 -0.5 -0.7 -0.2
N 0.46192 0.77000 1.63769 -3.2 0.0 1.3
S -0.37072 0.67185 3.15798 -0.7 3.2 1.7
C 2.48382 1.30934 -2.08773 0.5 2.6 2.6
C 3.26937 0.37626 -2.82096 -0.9 -2.0 -2.8
C 2.19221 0.93957 -0.58143 -0.4 1.3 -1.7
C 1.82081 2.22744 0.18453 -0.1 -1.9 1.1
H 3.10478 0.57803 -0.13497 0.4 -0.5 0.1
H 1.37880 -1.03470 1.46526 1.6 -1.4 0.4
O 0.31941 -0.11153 4.15611 0.4 -0.7 -0.9
C 1.07237 -0.11611 -0.52795 1.4 -0.2 -0.8
C -3.14933 0.33864 2.69595 4.7 0.4 0.4
H -1.60802 -1.34136 2.78509 -0.4 -0.3 -0.2
H 0.21963 0.25388 -1.14306 0.3 -0.2 0.8
H -7.77554 -0.36315 2.36122 1.3 0.4 0.0
C 4.43105 -0.14649 -2.38351 2.8 0.3 1.6
C -6.61982 -1.74524 1.24412 3.2 2.8 1.1
H 2.32355 1.31554 2.08388 1.1 0.2 0.0
H -3.25831 -1.71495 1.22307 2.1 -0.7 -0.6
C -5.30016 -2.06011 0.87325 0.9 -0.6 1.2
H 1.61859 1.54609 -2.66276 -1.1 0.2 0.0
H 1.44584 -1.03297 -1.04714 -0.3 0.6 0.3
C -1.86401 -0.29921 2.76289 -2.7 3.9 0.3
H -3.35412 1.43739 2.82427 1.4 -1.0 0.2
H -0.21471 -1.06696 0.71881 -0.4 -0.1 0.8
C 1.48473 1.79366 1.59982 0.5 0.2 0.8
C -5.60140 0.19582 2.60855 -1.9 -3.0 -2.3
C 4.76207 -1.36561 -4.42415 0.4 -3.2 -0.9
H 1.92347 0.33907 -4.55359 -0.8 0.2 0.3
C -4.19462 -1.41537 1.51180 -4.0 -0.3 -1.9
H 3.06063 2.27674 -2.04321 -0.4 -0.7 0.0
C 5.16861 -1.03049 -3.19391 -0.7 2.1 2.6
C -4.34303 -0.27241 2.25760 -0.5 -1.3 0.6
Br -8.02534 -2.79020 0.69133 -0.7 -0.1 -0.2
C 3.52536 -0.96950 -4.92712 -0.1 1.3 2.0
C 0.69811 -0.50618 0.88221 -1.7 2.5 -0.4
H 2.57887 2.99104 0.31685 0.4 0.0 -0.7
C -6.70826 -0.55790 2.07453 -1.3 -0.7 0.4
```
Positions in Å, forces in eV/Å.

SMILES: O=S(=O)(/C=C/c1ccc(Br)cc1)N1CCC(Cc2ccccc2)CC1
LUMO: -0.58 eV
HOMO level: -8.91 eV
energy: -3952.60647 hartree
gap between HOMO and LUMO: 8.327 eV

Results of the natural (NBO) charge analysis, in e, for atoms 1 through 6:
1 H 0.2050
2 H 0.2285
3 H 0.2060
4 C -0.1963
5 O -0.9200
6 H 0.2233

The following is a DFT calculation (the ωB97M-V functional and the def2-TZVPD basis) of C20H22Cl2N2O9P2Ru as an isolated structure.

The geometry in XYZ format:
```
58
Properties=species:S:1:pos:R:3:forces:R:3
C -0.01351 -3.05527 1.38889 -0.2 0.3 0.0
C -2.87243 3.09368 -2.07605 0.1 0.0 0.1
C -0.68133 -1.78770 1.08913 0.4 -0.4 0.0
O 2.43981 3.27260 -1.91729 -0.2 0.0 0.2
C -1.09220 -1.08115 -4.22434 0.0 0.1 0.0
C -1.37932 -0.25623 -1.98303 -0.1 0.2 0.5
O 4.05591 1.50532 -0.32131 -0.1 -0.1 0.0
C 1.20934 -5.01760 0.71541 0.0 0.0 0.0
H 1.83277 3.25240 1.37964 0.0 0.0 0.1
H -3.26423 4.92542 1.81531 0.0 0.0 0.0
C -0.97561 -1.26367 -2.86543 0.0 -0.1 0.0
H -0.56065 -2.17144 -2.45480 0.0 0.0 0.0
H 1.65995 -5.61525 -0.06563 0.0 0.0 0.0
C -1.94023 0.93042 -2.48895 -0.1 0.1 -0.1
Cl -3.72310 2.63919 1.46327 0.0 0.0 0.0
C -1.61310 0.11516 -4.71433 0.0 0.0 -0.1
C 1.28564 -5.43795 2.03971 0.0 0.0 0.0
O 2.19541 -0.98104 1.52548 -0.1 0.1 0.0
C -1.25887 -0.99604 2.20855 -0.2 0.1 -0.1
P 1.73977 2.60824 -0.66882 -0.1 -0.1 -0.2
H -2.06825 3.63340 -2.57498 0.0 0.0 0.0
C -1.15160 -1.50801 3.54776 0.0 0.0 -0.2
H 2.74615 0.40614 -2.32811 0.0 0.0 0.0
H -0.43343 -3.03554 4.79044 0.0 0.0 0.0
N -1.24270 -0.33404 -0.58900 0.4 -0.8 -0.7
H 4.34882 1.64896 0.58953 0.0 0.0 0.0
H 1.40854 -0.27138 -1.38254 0.0 0.0 0.0
H -3.71012 2.92864 -2.75044 0.0 0.0 0.0
O 2.00054 3.64240 0.50700 0.0 0.0 -0.1
H -2.79130 3.90143 3.21687 0.0 0.0 0.0
H -2.43832 2.03403 -4.26486 0.0 0.0 0.0
H 3.66620 0.60767 2.90762 0.1 0.0 0.1
O -2.38226 1.84194 -1.57507 0.0 -0.1 0.0
H 1.78983 -6.36175 2.28889 0.0 0.0 0.0
C 0.06451 -3.48053 2.72058 -0.1 0.1 0.3
C 2.68461 1.10181 -0.28047 0.0 -0.1 0.0
H -1.69326 0.27065 -5.78215 0.0 0.0 0.0
Ru -1.11972 1.49449 0.52775 0.0 0.5 -0.2
H 0.51447 -3.50894 -0.63541 0.0 0.0 0.0
H 3.39529 3.37274 -1.80620 0.1 0.0 0.0
H 3.05417 -0.83826 -1.09302 0.0 0.0 0.0
C -2.81286 3.99659 2.13905 0.0 0.0 0.0
H -3.21250 3.64484 -1.20627 0.0 0.0 0.0
O 3.22595 1.23394 2.32109 -0.1 0.0 -0.1
O 0.29097 2.38093 -0.98910 0.2 0.1 0.0
H -1.57890 -0.91678 4.34424 0.0 0.0 0.0
O -1.85357 0.08573 2.00301 0.2 -0.2 0.2
Cl -1.12876 3.97298 1.54536 -0.1 0.2 0.1
N -0.73630 -1.47562 -0.19765 -0.5 0.3 0.4
O 0.82105 1.23442 1.60965 -0.1 0.0 0.1
C -0.52137 -2.67008 3.77273 0.2 -0.3 0.0
C 0.56538 -3.83889 0.39133 0.0 0.0 -0.1
C 0.71313 -4.66937 3.03688 0.0 -0.1 0.0
P 2.13091 0.48336 1.38702 0.1 0.0 -0.1
H 0.76692 -4.98394 4.07226 0.0 0.0 0.0
C 2.45407 0.03489 -1.34508 0.0 0.0 0.0
H -0.77298 -1.85706 -4.90568 0.0 0.0 0.0
C -2.03735 1.11912 -3.85844 0.0 -0.1 0.0
```
Positions in Å, forces in eV/Å.

energy relative to the best compared isomer or geometry (same formula, charge and spin): 0.126 eV
multiplicity: 6
LUMO (alpha / beta): -3.88 / -5.45 eV
<S²>: 8.825
total charge: +1
HOMO level (alpha / beta): -10.83 / -11.33 eV
energy: -3259.91792 hartree
gap between HOMO and LUMO (alpha / beta): 6.948 / 5.875 eV

Results of the natural (NBO) charge analysis, in e, for atoms 1 through 6:
1 C 0.0352
2 C -0.2522
3 C 0.1487
4 O -0.9675
5 C -0.2233
6 C 0.1044

The following is a DFT calculation (the ωB97M-V functional and the def2-TZVPD basis) of a 3-piece molecular cluster, C20H22F2N2O3 overall.

The geometry in XYZ format:
```
49
Properties=species:S:1:pos:R:3:forces:R:3
C -5.23375 2.31042 -0.61394 0.1 0.0 -0.2
C 3.16518 -5.14146 -0.86428 0.1 -0.1 0.4
H 2.87629 -7.24387 -1.25898 0.0 0.0 0.1
H 1.83777 3.10211 -1.49543 0.1 -0.3 1.3
C -4.48365 3.11712 0.22390 -0.5 -0.4 0.3
H 3.54279 -3.13810 -0.17343 0.0 -0.7 0.1
C 0.10022 0.41776 0.89618 -0.6 0.9 -0.9
C -0.75753 0.79025 1.68997 0.9 0.2 -0.2
C -4.70308 3.13421 1.59043 0.2 0.1 0.1
H -1.79555 1.41747 -2.04404 1.3 0.4 0.7
H -5.04224 2.32018 -1.68029 0.0 0.0 0.1
F 3.43757 -8.17643 1.09105 0.0 -0.1 0.0
H -1.43486 1.25333 2.45806 1.1 -1.1 -1.3
O 1.85144 -0.84921 -0.34771 1.0 -0.6 0.5
H -0.22204 3.67341 -2.26192 -0.1 -0.2 -0.8
H 2.47663 1.24632 1.05434 -0.7 0.7 -0.9
C -6.22301 1.49869 -0.07188 0.1 0.1 0.3
C -0.76598 1.79697 -1.72668 -0.9 -0.4 -0.9
C 1.05735 0.38007 -0.36709 -0.1 0.5 1.7
H -4.09736 3.77206 2.22314 0.0 0.0 -0.1
N 1.31930 3.72215 0.54499 0.1 -0.8 -1.4
C 3.46432 -6.87246 0.76321 0.0 0.7 -0.2
C 2.13660 2.91865 -0.42480 1.5 0.2 0.8
O 3.38293 0.74913 -0.67757 -0.2 -1.4 0.9
C 3.52022 -4.19224 0.09006 -0.1 0.1 -0.3
H -7.23245 0.88081 1.72077 0.1 0.1 0.0
C 3.81314 -5.93799 1.72273 0.1 -0.1 0.2
C -5.70006 2.33010 2.13001 0.0 -0.1 -0.2
C 0.20115 0.53207 -1.68809 -0.5 -0.7 0.2
H -6.81147 0.85716 -0.71760 0.1 0.1 0.0
N -0.39342 2.80838 -2.79739 0.9 -0.3 1.6
H -0.47816 -0.38539 -1.72742 1.1 1.1 0.2
H 0.54473 2.53428 -3.12670 -0.6 0.3 -0.1
C -6.45727 1.51141 1.29953 -0.1 -0.1 0.0
C 3.84629 -4.59065 1.38143 -0.1 -0.1 -0.2
H 0.83297 0.45679 -2.63662 -0.6 0.3 1.4
O 4.11968 -1.31018 0.15747 -1.6 1.2 -0.8
F -3.52360 3.89833 -0.29925 0.2 0.1 -0.1
C 3.23886 -0.60373 -0.23414 -1.0 2.1 -0.8
H -5.88624 2.34229 3.19791 0.0 0.0 -0.1
H 4.05578 -6.26526 2.72664 0.0 0.0 -0.1
H 4.12673 -3.85118 2.12320 0.0 -0.1 -0.1
H 1.35830 3.30215 1.47646 -0.3 0.2 -0.5
H 0.36738 3.76720 0.17400 0.3 -0.1 0.8
C 2.24152 1.39014 -0.04536 0.0 0.3 -0.1
H 2.90725 -4.83005 -1.87024 0.0 -0.1 0.1
C 3.14222 -6.49019 -0.52732 -0.1 -0.2 -0.2
H -0.91762 2.30669 -0.73260 0.4 -0.8 -0.9
H 3.19479 3.34028 -0.32467 -1.2 -0.8 -0.3
```
Positions in Å, forces in eV/Å.

SMILES: C#C[C@]1(CCN)OC(=O)O[C@H]1CN.Fc1ccccc1.Fc1ccccc1
energy relative to the best compared isomer or geometry (same formula, charge and spin): 4.085 eV
LUMO: 0.52 eV
HOMO level: -8.88 eV
energy: -1310.13770 hartree
gap between HOMO and LUMO: 9.402 eV

Results of the natural (NBO) charge analysis, in e, for atoms 1 through 6:
1 C -0.2859
2 C -0.1943
3 H 0.2240
4 H 0.2069
5 C 0.3972
6 H 0.2376

The following is a DFT calculation (the ωB97M-V functional and the def2-TZVPD basis) of C20H22FN2OS3V as an isolated structure.

The geometry in XYZ format:
```
50
Properties=species:S:1:pos:R:3:forces:R:3
H 4.22882 0.20908 -1.17797 0.0 0.0 0.1
C 1.28229 0.88682 4.21471 0.1 -0.5 -1.7
H 2.66464 -0.76712 -2.89750 0.1 0.5 0.0
H -3.77957 -1.95466 2.06208 0.0 0.3 0.0
H 3.14005 2.17961 0.12098 0.1 -0.1 -0.6
H 0.17371 2.02188 0.15016 -0.2 0.1 -0.2
H 1.81614 0.80249 -2.99726 0.3 -0.1 0.1
C 3.16446 2.11510 -0.98135 0.7 0.6 -0.3
H -5.59289 -0.03875 0.07751 0.3 -0.2 -0.2
C -0.37628 1.74850 -0.74701 -0.2 0.2 0.1
H 0.55274 -2.75741 2.34806 -0.1 0.1 -0.6
C -3.71822 -0.87457 2.26484 -0.4 0.0 0.2
H 2.76598 -3.04917 0.85470 -0.3 0.1 -0.1
C 3.26727 0.67308 -1.41506 -2.6 -0.9 1.7
N -1.10395 0.76933 5.23237 3.2 0.1 -1.4
H -4.66306 -1.49536 -0.40725 -0.1 0.0 -0.1
C 0.56960 -2.81519 1.25559 0.2 -0.5 -0.4
C -1.05634 0.02787 -2.27971 -0.2 0.9 -0.3
S -3.30236 0.05847 0.78434 0.7 0.3 0.1
H -4.45227 0.02893 -1.29377 0.1 0.0 0.1
C -1.69933 0.98851 -3.06298 -0.1 0.9 0.0
C 2.30442 1.34007 5.07176 2.6 1.3 2.3
F -2.31552 3.27022 -3.42544 0.1 -0.2 0.1
C -0.41983 0.40485 -1.11201 0.1 -1.3 0.4
C -0.01275 0.82852 4.76162 -3.5 -0.2 1.4
V 0.69167 -0.95914 0.02533 5.1 4.5 -1.6
C -1.02932 2.72964 -1.47792 -0.3 -0.5 -0.9
C -4.62930 -0.40932 -0.31169 -0.7 -0.1 0.3
N 3.12081 1.74512 5.83189 -2.3 -1.2 -2.2
O 2.22411 0.09659 -0.55089 -1.9 -2.7 0.3
H -2.20609 0.67657 -3.96760 0.0 0.3 -0.1
H 2.24123 2.53199 -1.38954 0.0 0.1 0.1
C -1.69051 2.33455 -2.66190 0.5 -0.8 0.7
H 4.01348 2.69112 -1.36053 0.0 0.2 0.0
C 1.37502 -2.99173 -0.90885 -0.6 0.5 0.4
C -0.54491 -2.64655 0.35213 0.1 -1.0 -0.2
C 2.78967 0.32887 -2.80394 0.2 0.0 -0.5
C -0.03596 -2.77594 -0.99462 0.4 -0.4 1.1
C 1.56403 0.47185 2.84103 0.0 0.4 2.4
H -4.68320 -0.51988 2.65437 0.3 -0.2 0.0
H -1.58166 -2.41887 0.61759 0.5 -0.1 -0.1
H 2.04767 -3.01496 -1.76365 -0.1 0.0 0.3
S 3.10718 0.39710 2.26239 0.6 -0.2 0.1
S 0.12112 0.07704 1.94064 -0.9 0.2 0.1
C 1.75138 -2.99621 0.47301 -1.1 -0.2 -0.3
H -2.93466 -0.68741 3.01478 -0.2 0.0 -0.3
H -1.04343 -0.99150 -2.64524 -0.2 0.1 0.1
H -0.60347 -2.69242 -1.90172 -0.1 0.0 0.0
H -1.01438 3.75547 -1.13056 -0.1 0.0 -0.3
H 3.51175 0.66687 -3.54595 0.0 0.0 -0.3
```
Positions in Å, forces in eV/Å.

energy relative to the best compared isomer or geometry (same formula, charge and spin): 0.285 eV
multiplicity: 2
LUMO (alpha / beta): 1.65 / 2.03 eV
<S²>: 0.777
total charge: -1
HOMO level (alpha / beta): -4.17 / -4.20 eV
energy: -3198.48613 hartree
gap between HOMO and LUMO (alpha / beta): 5.825 / 6.235 eV

Results of the natural (NBO) charge analysis, in e, for atoms 1 through 6:
1 H 0.1757
2 C -0.5103
3 H 0.2015
4 H 0.1967
5 H 0.2559
6 H 0.2395